{"formula": "C2H8N3O2", "method": "ωB97M-V/def2-TZVPD", "e_tot_ev": -10757.8527, "gap_ev": 9.2781, "homo_energy_ev": -12.91, "e_above_lowest_kcal_mol": 134.0, "largest_force_ev_per_a": 5.6, "charge": 1, "multiplicity": 1, "molar_mass_g_mol": 106.105, "symbols": ["C", "C", "N", "N", "N", "O", "O", "H", "H", "H", "H", "H", "H", "H", "H"], "coordinates": [[0.4493, 0.1411, 0.3301], [-0.7442, -0.0696, -0.1686], [1.8445, -0.4639, -0.7699], [0.7418, 0.7040, 1.5370], [-1.7860, 0.1059, 0.8710], [1.4200, -0.3812, -2.0676], [-1.1793, -0.6852, -1.2927], [1.9538, -1.4249, -0.4994], [1.7398, 0.6393, 1.6475], [2.0096, 0.2083, -2.6110], [0.4357, 1.6658, 1.6660], [-2.5380, 0.6611, 0.5422], [-1.4523, 0.6517, 1.6276], [-2.2776, -0.7389, 1.1130], [-0.6170, -1.0135, -1.9252]]}

---

{"formula": "C20H23N5O3", "method": "ωB97M-V/def2-TZVPD", "e_tot_ev": -34703.7764, "gap_ev": 7.5232, "homo_energy_ev": -7.95, "e_above_lowest_kcal_mol": 114.8, "largest_force_ev_per_a": 1.4, "multiplicity": 1, "molar_mass_g_mol": 381.436, "symbols": ["C", "N", "C", "C", "C", "C", "N", "C", "C", "C", "C", "C", "N", "N", "C", "C", "O", "C", "C", "C", "C", "C", "C", "C", "C", "N", "O", "O", "H", "H", "H", "H", "H", "H", "H", "H", "H", "H", "H", "H", "H", "H", "H", "H", "H", "H", "H", "H", "H", "H", "H"], "coordinates": [[-5.6417, -2.2666, -0.1095], [-4.6863, -1.2763, -0.5607], [-4.3934, -1.4436, -1.9692], [-5.1107, 0.0801, -0.2489], [-4.8348, 0.4301, 1.2172], [-3.3738, 0.1763, 1.5761], [-2.5291, 1.0905, 0.8511], [-1.2082, 0.9791, 0.6774], [-0.4623, -0.0276, 1.3332], [0.8892, -0.1554, 1.1646], [1.6028, 0.7171, 0.3253], [3.0579, 0.6065, 0.1593], [3.7184, 1.7182, 0.2356], [5.0396, 1.7372, 0.1430], [5.6561, 3.0417, 0.2380], [5.8544, 0.6299, 0.0120], [7.0665, 0.7510, 0.0020], [5.1277, -0.6334, -0.1306], [5.8410, -1.8122, -0.3550], [5.1703, -2.9973, -0.5505], [3.7764, -3.0147, -0.5502], [3.0586, -1.8626, -0.3243], [3.7219, -0.6526, -0.0816], [0.9083, 1.7278, -0.3024], [-0.4744, 1.8716, -0.1538], [-1.0860, 2.9212, -0.8750], [-0.3921, 3.6221, -1.5881], [-2.3028, 3.0928, -0.7711], [-5.7983, -2.1655, 0.9623], [-5.2423, -3.2608, -0.3048], [-6.6157, -2.1755, -0.6159], [-5.2732, -1.2871, -2.6118], [-4.0214, -2.4540, -2.1348], [-3.6173, -0.7382, -2.2625], [-4.5436, 0.7634, -0.8844], [-6.1808, 0.2355, -0.4662], [-5.4642, -0.1699, 1.8744], [-5.0834, 1.4797, 1.3833], [-3.2268, 0.3019, 2.6572], [-3.1290, -0.8541, 1.2992], [-2.9768, 1.8662, 0.3701], [-0.9790, -0.6997, 1.9982], [1.4220, -0.9177, 1.7136], [6.3577, 3.0571, 1.0727], [4.8677, 3.7742, 0.3860], [6.2091, 3.2556, -0.6773], [6.9186, -1.7561, -0.3785], [5.7189, -3.9111, -0.7221], [3.2545, -3.9423, -0.7351], [1.9797, -1.8820, -0.3531], [1.4299, 2.4294, -0.9344]]}

---

{"formula": "C4H3NOS", "method": "ωB97M-V/def2-TZVPD", "e_tot_ev": -18564.1705, "gap_ev": 7.5687, "homo_energy_ev": -7.67, "e_above_lowest_kcal_mol": 94.1, "largest_force_ev_per_a": 4.8, "multiplicity": 1, "molar_mass_g_mol": 113.141, "symbols": ["C", "C", "C", "C", "N", "O", "S", "H", "H", "H"], "coordinates": [[1.6162, 1.7225, -0.2515], [0.3725, 1.7758, 0.1170], [0.5605, -1.0796, -0.1259], [-0.7235, -1.3216, -0.0791], [2.5445, 0.6648, -0.1531], [-0.7369, 1.8095, 0.4383], [2.1201, -0.7870, 0.2213], [2.2605, 2.7078, -0.2465], [-1.2146, -1.7390, -1.0153], [-1.3250, -1.3407, 0.7239]]}

---

{"formula": "C51H113N5O8", "method": "ωB97M-V/def2-TZVPD", "e_tot_ev": -78543.3572, "gap_ev": 8.4343, "homo_energy_ev": -7.99, "e_above_lowest_kcal_mol": 0.0, "largest_force_ev_per_a": 2.4, "multiplicity": 1, "molar_mass_g_mol": 924.492, "symbols": ["C", "C", "C", "C", "C", "C", "C", "C", "C", "N", "O", "H", "H", "H", "H", "H", "H", "H", "H", "H", "H", "H", "H", "H", "H", "H", "H", "H", "H", "H", "C", "C", "C", "C", "C", "C", "C", "C", "C", "N", "O", "H", "H", "H", "H", "H", "H", "H", "H", "H", "H", "H", "H", "H", "H", "H", "H", "H", "H", "H", "C", "C", "C", "C", "C", "C", "C", "C", "C", "N", "O", "H", "H", "H", "H", "H", "H", "H", "H", "H", "H", "H", "H", "H", "H", "H", "H", "H", "H", "H", "C", "C", "C", "C", "C", "C", "C", "C", "C", "N", "O", "H", "H", "H", "H", "H", "H", "H", "H", "H", "H", "H", "H", "H", "H", "H", "H", "H", "H", "H", "C", "C", "C", "C", "C", "C", "C", "C", "C", "N", "O", "H", "H", "H", "H", "H", "H", "H", "H", "H", "H", "H", "H", "H", "H", "H", "H", "H", "H", "H", "C", "C", "C", "O", "H", "H", "H", "H", "H", "H", "H", "H", "C", "C", "C", "O", "H", "H", "H", "H", "H", "H", "H", "H", "O", "H", "H"], "coordinates": [[4.4252, -4.2706, -8.7509], [3.1361, -3.5044, -8.5007], [2.0021, -4.1741, -9.2842], [2.8435, -3.6477, -7.0106], [1.8052, -2.6263, -6.5162], [2.2210, -1.1996, -6.8696], [2.5586, -1.0181, -8.3553], [1.2607, -0.7865, -9.1698], [3.3916, 0.2640, -8.4696], [3.4012, -2.1141, -8.8598], [3.6916, -1.9954, -10.2430], [4.6591, -4.2303, -9.8308], [5.2721, -3.7633, -8.2966], [4.3688, -5.3443, -8.5648], [1.0431, -3.6665, -9.2033], [2.2549, -4.3380, -10.3385], [1.8062, -5.1778, -8.8873], [2.3992, -4.6045, -6.7279], [3.7226, -3.5260, -6.3696], [0.7966, -2.8919, -6.8473], [1.7867, -2.7046, -5.4201], [3.1858, -0.9985, -6.3820], [1.4615, -0.5010, -6.5286], [0.8634, 0.2207, -9.0244], [0.4870, -1.5123, -8.9284], [1.4336, -0.8349, -10.2556], [4.3633, 0.0924, -8.0182], [2.8503, 1.0501, -7.9395], [3.5041, 0.5450, -9.5143], [2.8399, -2.0773, -10.7368], [5.9534, -15.5272, -0.7920], [5.9685, -14.7599, 0.5068], [5.5807, -13.3230, 0.2999], [4.9274, -15.3050, 1.4728], [5.3312, -16.6601, 2.0681], [6.7097, -16.5866, 2.6665], [7.7627, -16.0270, 1.7420], [8.9825, -15.7415, 2.5709], [8.1687, -17.0851, 0.7372], [7.2662, -14.7820, 1.1772], [8.3392, -14.2228, 0.2886], [5.3975, -14.9655, -1.5656], [6.9240, -15.6161, -1.2667], [5.4070, -16.4566, -0.6579], [6.3963, -12.8212, -0.2312], [4.5918, -13.0811, -0.0799], [5.5624, -12.8362, 1.2899], [4.8792, -14.6531, 2.3479], [4.0240, -15.3900, 0.8717], [4.6525, -17.0268, 2.8349], [5.3471, -17.3750, 1.2332], [6.9178, -17.6140, 2.9896], [6.7139, -16.0257, 3.6098], [9.3242, -16.6802, 3.0061], [8.7541, -15.0736, 3.4003], [9.7605, -15.3360, 1.9269], [7.3959, -17.4686, 0.0810], [8.5698, -17.9670, 1.2494], [8.9754, -16.6833, 0.1154], [8.5048, -13.3234, 0.6033], [11.9302, -12.5415, -7.9315], [10.7934, -11.7178, -7.2967], [10.9268, -10.3002, -7.8046], [9.4882, -12.3677, -7.7687], [8.2951, -11.8802, -6.9679], [8.5195, -12.2103, -5.4884], [9.8324, -11.6775, -4.9398], [9.6576, -10.2263, -4.5880], [10.0861, -12.3688, -3.6418], [10.8694, -11.9503, -5.8569], [12.1023, -11.6818, -5.3156], [11.7004, -12.6250, -8.9933], [12.8541, -11.9817, -7.7976], [12.0112, -13.5168, -7.4637], [10.4718, -10.1560, -8.7875], [10.4007, -9.5931, -7.1607], [11.9522, -9.9272, -7.8414], [9.3581, -12.0125, -8.7981], [9.6200, -13.4463, -7.7304], [8.1856, -10.8042, -7.1466], [7.3970, -12.3478, -7.3742], [8.3401, -13.2640, -5.2591], [7.6888, -11.7001, -4.9645], [9.5648, -9.5838, -5.4744], [10.5973, -9.8606, -4.1468], [8.8251, -10.0048, -3.9242], [9.9730, -13.4499, -3.7506], [9.4307, -11.9849, -2.8610], [11.1034, -12.1870, -3.2845], [12.5497, -12.5369, -5.3688], [5.3744, -11.3307, -3.5330], [4.3167, -10.2179, -3.5189], [2.9424, -10.7184, -3.1666], [4.6581, -9.2261, -2.3911], [5.7405, -8.2122, -2.8081], [5.4239, -7.6107, -4.1637], [5.1984, -8.6263, -5.2712], [4.6022, -7.8774, -6.4863], [6.5394, -9.1969, -5.7434], [4.1853, -9.5175, -4.7621], [3.5592, -10.3529, -5.7407], [5.3859, -11.8807, -4.4781], [6.4035, -10.9462, -3.4613], [5.2794, -11.9423, -2.6304], [2.8686, -11.1348, -2.1683], [2.2007, -9.9633, -3.4316], [2.6725, -11.5555, -3.8383], [3.8006, -8.6566, -2.0394], [5.1768, -9.7182, -1.5677], [5.7432, -7.4264, -2.0620], [6.6630, -8.7928, -2.7962], [6.2539, -6.9117, -4.3565], [4.5505, -6.9482, -4.0657], [4.7103, -8.5346, -7.3479], [5.1919, -6.9762, -6.6594], [3.5672, -7.6030, -6.2792], [7.1504, -9.7025, -4.9719], [7.2264, -8.3872, -6.0256], [6.4902, -9.9118, -6.5705], [2.6722, -9.9788, -5.8561], [10.7496, -6.2475, -4.9872], [10.1486, -4.8647, -4.9032], [11.1168, -3.8867, -5.5298], [8.8792, -4.8738, -5.7387], [7.8928, -3.7469, -5.3209], [7.6224, -3.8470, -3.8296], [8.8777, -3.5974, -3.0407], [9.3366, -2.1442, -3.0668], [8.5284, -4.0074, -1.5957], [9.8717, -4.5834, -3.5168], [11.0345, -4.5796, -2.7490], [10.1764, -7.0409, -4.5339], [11.0841, -6.4367, -6.0164], [11.7492, -6.1821, -4.5165], [11.6950, -4.3061, -6.3587], [10.6110, -2.9997, -5.9249], [11.8411, -3.5416, -4.7845], [9.0749, -4.5335, -6.7625], [8.3842, -5.8398, -5.6708], [8.3584, -2.7846, -5.5395], [6.9289, -3.8382, -5.8256], [7.1609, -4.7810, -3.5212], [6.8356, -3.1089, -3.5897], [8.4746, -1.4888, -2.9357], [9.7922, -1.8916, -4.0261], [10.0956, -1.9729, -2.3047], [7.9333, -3.1867, -1.1579], [9.3814, -4.1120, -0.9230], [7.9336, -4.9155, -1.5180], [10.8894, -5.3121, -2.1369], [9.2092, -7.3065, -8.4077], [8.1418, -6.6656, -9.2422], [8.6121, -5.4703, -10.0405], [7.5582, -7.7077, -10.0790], [8.8015, -8.2672, -8.0737], [9.6010, -6.7106, -7.5994], [10.0607, -7.6242, -9.0280], [7.2741, -6.3658, -8.6247], [9.6343, -5.6525, -10.3905], [8.7197, -4.6034, -9.3836], [7.9473, -5.2690, -10.8763], [7.0473, -7.2794, -10.7735], [-0.1331, -8.6215, -5.8217], [0.0428, -7.2842, -5.1527], [-0.8984, -7.0754, -4.0011], [1.3297, -7.0752, -4.6967], [0.2745, -9.3850, -5.1516], [0.3889, -8.6212, -6.7776], [-1.1851, -8.8398, -5.9872], [-0.1703, -6.4218, -5.7845], [-1.9563, -7.0440, -4.2753], [-0.6177, -6.1876, -3.4411], [-0.8183, -7.9126, -3.2837], [1.6213, -7.7148, -4.0332], [4.8627, -11.9195, -8.0053], [5.3993, -11.3138, -8.5398], [4.3271, -11.3500, -7.4205]]}

---

> Number 2 is which compound?

C20H23N5O3